Density functional theory data (ωB97M-V/def2-TZVPD) for a cluster of 6 separate species, C42H43ClF5I2N2O in total at a distorted geometry.

As for the HOMO-LUMO gap: 7.72 eV. The value obtained for the LUMO energy is -2.8466 eV. Its total energy is -91583.9548 eV. The calculation puts the energy above the lowest of the compared OMol25 structures with the same formula, charge and spin at 6.40 kcal/mol. As for the total charge: +1. The largest force on an atom is 1.1 eV Å⁻¹.

Structure (XYZ):
```
96
Properties=species:S:1:pos:R:3:forces:R:3:mulliken_charge:R:1
C -0.942 -2.286 2.763 0.16 -0.35 0.19 -1.636
C -1.528 -2.357 1.406 -0.60 0.11 -0.87 0.548
C -2.801 -2.664 0.998 0.42 0.13 0.53 0.605
C -3.991 -3.000 1.849 0.07 0.25 -0.32 -1.430
C -4.918 -1.833 2.226 -0.12 0.09 -0.44 -0.337
C -5.270 -0.895 1.080 0.04 0.15 0.01 -1.104
I -4.169 -0.677 3.868 0.07 -0.04 0.05 0.108
N -2.814 -2.682 -0.401 0.26 0.42 0.49 0.292
C -4.003 -3.059 -1.195 0.27 -0.58 -0.70 -0.787
C -4.176 -2.349 -2.529 -0.63 0.39 0.14 0.013
C -4.327 -0.837 -2.428 -0.13 -0.40 -0.28 -1.073
I -6.022 -3.137 -3.326 0.19 -0.06 -0.01 0.141
C -1.584 -2.379 -0.815 -0.10 0.04 -0.07 0.424
Cl -1.047 -2.295 -2.406 0.16 0.08 -0.06 -0.173
N -0.786 -2.159 0.235 -0.24 -0.35 0.30 0.260
C 0.633 -1.814 0.197 0.01 -0.06 0.06 -0.950
C 0.819 -0.382 0.663 -0.21 0.21 -0.76 -0.043
O 1.487 -0.092 1.600 0.47 -0.19 0.69 -0.317
H 0.110 -2.028 2.755 0.12 0.08 -0.07 0.473
H -1.029 -3.267 3.229 0.01 -0.08 0.12 0.370
H -1.461 -1.581 3.397 -0.10 0.19 0.01 0.100
H -4.592 -3.729 1.306 -0.07 -0.19 0.10 0.453
H -3.629 -3.477 2.753 0.02 -0.18 0.10 0.497
H -5.846 -2.262 2.580 -0.02 -0.08 0.38 0.509
H -6.052 -1.316 0.449 -0.07 -0.17 -0.08 0.290
H -5.645 0.044 1.468 -0.15 0.13 0.00 0.591
H -4.416 -0.649 0.454 0.19 0.05 0.02 0.080
H -4.886 -2.895 -0.599 0.01 0.23 0.30 0.596
H -3.945 -4.131 -1.374 0.08 -0.13 0.04 0.228
H -3.441 -2.627 -3.266 0.09 -0.18 -0.06 -0.150
H -4.452 -0.450 -3.433 0.17 0.25 -0.10 0.490
H -3.469 -0.367 -1.950 0.11 0.10 0.03 0.213
H -5.238 -0.591 -1.895 -0.02 0.14 0.27 0.362
H 1.009 -1.933 -0.813 -0.05 0.10 -0.23 0.153
H 1.212 -2.475 0.831 -0.11 -0.14 0.19 0.493
H 0.322 0.408 0.080 -0.21 -0.05 -0.25 0.590
F -2.901 -6.987 -7.334 0.00 -0.02 0.00 -0.311
C -2.920 -5.699 -6.960 -0.02 0.14 0.02 0.368
C -2.257 -5.330 -5.806 0.08 -0.09 0.15 -0.677
C -2.278 -3.996 -5.427 -0.14 0.05 -0.11 0.427
C -2.958 -3.057 -6.191 0.00 0.05 0.07 -0.437
C -3.619 -3.453 -7.345 0.04 -0.02 0.07 -0.482
C -3.600 -4.783 -7.738 -0.07 -0.02 -0.11 -0.508
H -1.738 -6.078 -5.222 0.00 -0.02 -0.04 0.434
H -1.765 -3.687 -4.527 0.07 -0.10 -0.06 -0.054
H -2.971 -2.016 -5.890 0.01 0.01 -0.03 0.470
H -4.152 -2.726 -7.943 0.00 0.00 -0.02 0.395
H -4.102 -5.112 -8.638 0.00 -0.03 0.01 0.433
F 5.035 -0.529 6.213 0.01 -0.05 0.04 -0.333
C 4.741 0.426 5.310 -0.03 0.12 -0.12 0.436
C 5.617 1.478 5.137 0.14 0.03 0.11 -0.583
C 5.309 2.456 4.203 -0.11 -0.13 0.00 -0.376
C 4.135 2.375 3.465 0.18 -0.14 -0.21 -0.653
C 3.267 1.308 3.657 0.21 0.17 0.17 0.324
C 3.571 0.322 4.585 -0.14 -0.13 0.01 -0.732
H 6.523 1.525 5.727 0.00 -0.04 0.01 0.440
H 5.988 3.285 4.051 0.03 0.01 0.01 0.446
H 3.898 3.142 2.739 0.35 -0.73 0.28 0.437
H 2.353 1.246 3.088 0.08 0.01 0.09 0.211
H 2.912 -0.521 4.749 0.02 0.00 0.04 0.436
F 1.740 -0.942 -4.910 -0.04 0.01 0.02 -0.289
C 2.896 -1.355 -4.349 0.12 -0.02 0.05 0.303
C 4.086 -0.788 -4.754 0.02 0.13 -0.12 -0.467
C 5.264 -1.221 -4.162 -0.07 -0.08 0.07 -0.348
C 5.239 -2.209 -3.187 0.05 0.01 0.01 -0.557
C 4.030 -2.767 -2.797 0.04 0.08 -0.04 -0.445
C 2.847 -2.335 -3.380 -0.13 -0.06 0.15 -0.314
H 4.085 -0.024 -5.519 -0.02 0.00 0.00 0.439
H 6.205 -0.784 -4.465 0.00 0.01 -0.02 0.379
H 6.162 -2.544 -2.733 0.00 0.00 0.00 0.388
H 4.008 -3.541 -2.041 0.00 -0.01 0.00 0.387
H 1.890 -2.752 -3.093 -0.02 -0.08 -0.06 0.528
F -3.668 2.467 1.094 -0.01 -0.04 -0.03 -0.246
C -2.493 3.018 1.473 0.13 0.07 0.07 -0.031
C -1.356 2.237 1.460 -0.02 -0.17 -0.04 0.350
C -0.149 2.797 1.852 0.07 0.00 0.00 -0.277
C -0.093 4.121 2.257 -0.09 0.12 0.03 -0.378
C -1.251 4.890 2.263 0.03 -0.16 -0.03 -0.649
C -2.463 4.340 1.865 -0.11 0.11 0.01 -0.527
H -1.424 1.200 1.154 -0.12 0.01 0.03 0.191
H 0.754 2.198 1.847 -0.07 0.04 0.01 0.071
H 0.850 4.544 2.569 -0.08 0.02 -0.01 0.602
H -1.212 5.923 2.582 -0.02 0.02 -0.01 0.411
H -3.374 4.924 1.861 -0.01 -0.02 0.00 0.454
F 2.981 4.635 2.575 -0.46 0.88 -0.28 -0.270
C 3.588 5.795 2.933 0.14 0.35 0.11 0.400
C 3.853 6.736 1.961 -0.05 -0.05 -0.19 -0.467
C 4.471 7.921 2.335 0.01 -0.02 0.10 -0.391
C 4.816 8.140 3.662 0.02 0.02 0.00 -0.537
C 4.540 7.175 4.620 0.01 0.05 -0.11 -0.570
C 3.917 5.989 4.258 -0.06 -0.17 0.16 -0.171
H 3.581 6.541 0.932 -0.01 -0.01 0.01 0.414
H 4.682 8.673 1.588 0.00 -0.01 -0.02 0.371
H 5.299 9.064 3.948 0.00 0.00 0.00 0.387
H 4.811 7.343 5.653 -0.01 -0.01 0.02 0.372
H 3.687 5.225 4.989 0.01 -0.02 -0.03 0.498
```
Positions in Å, forces in eV/Å.